# 1
Molecular formula: C26H52BN5OP2SV
Method: DFT, ωB97M-V/def2-TZVPD

- Expectation value of S²: 0.77
- Energy above the lowest of the compared OMol25 structures with the same formula, charge and spin: 32.9 kcal/mol
- Net charge: +2
- Multiplicity: 2

Each line ends with the Löwdin spin population.
Element x y z (Å)
V: -0.840 0.115 -0.189  1.073
C: 0.576 -0.920 5.294  -0.001
C: -0.394 -1.112 4.120  -0.002
C: -1.842 -0.976 4.598  0.000
C: -0.213 -2.527 3.544  0.000
P: -0.089 0.111 2.697  -0.011
C: 1.748 -0.078 2.461  -0.002
N: 2.065 -0.094 1.049  -0.003
B: 1.219 0.062 -0.079  -0.014
N: 2.053 0.035 -1.231  -0.001
C: 1.644 0.228 -2.599  -0.001
P: -0.163 -0.187 -2.692  -0.005
C: -0.172 -2.032 -3.102  -0.003
C: -1.611 -2.549 -2.940  0.001
C: 0.775 -2.732 -2.112  0.000
C: 0.327 -2.342 -4.515  -0.001
C: -0.764 0.798 -4.197  0.001
C: 0.207 0.687 -5.377  -0.001
C: -2.156 0.290 -4.587  0.000
C: -0.880 2.275 -3.814  0.000
C: 3.370 -0.167 -0.818  -0.001
C: 4.540 -0.321 -1.546  0.000
C: 5.707 -0.583 -0.845  0.000
C: 5.711 -0.677 0.545  0.000
C: 4.548 -0.507 1.281  0.000
C: 3.375 -0.255 0.586  -0.001
C: -0.289 1.884 3.343  0.000
C: 0.703 2.769 2.573  0.000
C: -1.756 2.262 3.067  0.001
C: -0.019 2.122 4.829  0.000
H: 0.569 -1.827 5.901  0.000
H: 0.280 -0.105 5.946  0.000
H: 1.606 -0.753 4.978  0.000
H: -2.066 -1.775 5.308  0.000
H: -2.544 -1.063 3.764  0.000
H: -2.022 -0.029 5.107  0.000
H: -0.091 -3.236 4.364  0.000
H: 0.664 -2.626 2.901  0.000
H: -1.092 -2.837 2.982  0.000
H: 2.084 -1.007 2.922  0.000
H: 2.269 0.747 2.955  0.000
H: 2.210 -0.419 -3.273  0.000
H: 1.806 1.263 -2.911  0.000
H: -2.116 -2.093 -2.087  0.001
H: -1.605 -3.632 -2.803  0.000
H: -2.212 -2.345 -3.825  0.000
H: 0.623 -2.422 -1.081  0.000
H: 1.819 -2.548 -2.366  0.000
H: 0.617 -3.810 -2.177  0.000
H: -0.389 -2.052 -5.281  0.000
H: 0.474 -3.421 -4.602  0.000
H: 1.286 -1.867 -4.724  0.000
H: 0.145 -0.272 -5.883  0.000
H: 1.243 0.862 -5.085  0.000
H: -0.054 1.453 -6.109  0.000
H: -2.112 -0.697 -5.045  0.000
H: -2.601 0.969 -5.317  0.000
H: -2.818 0.245 -3.717  0.000
H: 0.045 2.680 -3.400  0.000
H: -1.680 2.430 -3.098  0.000
H: -1.122 2.851 -4.709  0.000
H: 4.552 -0.240 -2.625  0.000
H: 6.634 -0.715 -1.387  0.000
H: 6.638 -0.888 1.061  0.000
H: 4.560 -0.574 2.361  0.000
H: 0.844 2.470 1.539  0.000
H: 1.681 2.755 3.055  0.000
H: 0.356 3.805 2.584  0.000
H: -2.068 1.970 2.065  0.001
H: -1.893 3.341 3.176  0.000
H: -2.424 1.773 3.777  0.000
H: 0.973 1.789 5.131  0.000
H: -0.769 1.650 5.461  0.000
H: -0.069 3.198 5.015  0.000
N: -3.394 0.703 -0.037  0.007
N: -3.699 2.054 -0.209  0.001
C: -2.709 2.941 -0.366  0.002
N: -3.005 4.228 -0.487  0.002
S: -1.104 2.431 -0.413  0.003
H: -3.865 0.153 -0.747  0.002
H: -3.713 0.394 0.875  0.001
H: -4.660 2.364 -0.183  0.000
H: -3.951 4.576 -0.516  0.000
H: -2.256 4.890 -0.617  0.000
C: -1.465 -2.715 0.518  -0.005
O: -1.159 -1.394 0.138  -0.041
H: -0.586 -3.181 0.960  -0.001
H: -1.767 -3.304 -0.347  -0.001
H: -2.281 -2.714 1.242  -0.001

# 2
Molecular formula: C26H52Br8O14S4
Method: DFT, ωB97M-V/def2-TZVPD

- SMILES: O=C1C=CC(=O)C=C1.CCOS(C)(=O)=O.CCOS(C)(=O)=O.CCOS(C)(=O)=O.CCOS(C)(=O)=O.BrCCBr.BrCCBr.BrCCBr.BrCCBr
- Multiplicity: 1
- Electronic energy: -660142.68519 eV

Each line ends with the Löwdin charge.
Element x y z (Å)
O: -9.420 -31.670 -25.292  0.146
C: -8.624 -31.347 -26.103  -0.431
C: -7.670 -32.256 -26.689  0.010
C: -6.805 -31.889 -27.655  0.028
C: -6.785 -30.599 -28.349  -0.444
O: -5.895 -30.385 -29.087  0.155
C: -7.700 -29.655 -27.755  0.015
C: -8.600 -30.027 -26.833  0.041
H: -7.736 -33.265 -26.309  0.121
H: -6.228 -32.692 -28.091  0.121
H: -7.704 -28.617 -28.054  0.121
H: -9.357 -29.412 -26.369  0.117
C: -9.105 -22.397 -22.235  -0.071
C: -8.068 -21.938 -21.253  -0.238
O: -8.739 -22.335 -20.012  -0.285
S: -9.065 -21.167 -18.988  0.605
C: -7.474 -21.107 -18.047  -0.097
O: -9.220 -19.859 -19.581  -0.295
O: -10.041 -21.739 -18.068  -0.300
H: -8.666 -22.368 -23.233  0.081
H: -9.852 -21.604 -22.227  0.083
H: -9.760 -23.256 -22.088  0.091
H: -7.104 -22.437 -21.147  0.122
H: -7.861 -20.869 -21.300  0.113
H: -7.597 -20.296 -17.330  0.068
H: -6.786 -20.817 -18.842  0.054
H: -7.346 -22.117 -17.658  0.068
C: -18.740 -19.208 -34.992  -0.052
C: -19.853 -18.105 -34.804  -0.270
O: -20.512 -17.844 -36.041  -0.291
S: -21.355 -16.411 -36.142  0.727
C: -22.661 -16.670 -34.783  -0.086
O: -20.303 -15.432 -35.671  -0.346
O: -21.896 -16.340 -37.492  -0.294
H: -19.163 -20.177 -34.726  0.064
H: -17.947 -19.151 -34.246  0.068
H: -18.293 -19.294 -35.983  0.077
H: -20.656 -18.666 -34.326  0.102
H: -19.478 -17.240 -34.258  0.113
H: -23.563 -16.114 -35.041  0.059
H: -22.165 -16.337 -33.871  0.063
H: -23.061 -17.684 -34.798  0.066
C: -6.663 -11.505 -30.939  -0.062
C: -7.060 -10.092 -30.555  -0.340
O: -6.072 -9.168 -30.823  -0.260
S: -6.427 -7.563 -30.964  0.679
C: -7.178 -7.185 -29.243  -0.061
O: -5.085 -7.000 -31.006  -0.310
O: -7.354 -7.319 -32.049  -0.289
H: -7.422 -12.175 -30.536  0.080
H: -5.754 -11.892 -30.478  0.082
H: -6.623 -11.539 -32.028  0.084
H: -8.066 -9.851 -30.898  0.131
H: -6.978 -10.123 -29.469  0.105
H: -7.240 -8.140 -28.721  0.044
H: -8.133 -6.797 -29.598  0.052
H: -6.677 -6.403 -28.672  0.065
C: -8.341 -16.942 -42.566  -0.050
C: -8.126 -17.366 -41.098  -0.312
O: -7.357 -18.504 -41.139  -0.294
S: -6.756 -19.174 -39.723  0.686
C: -7.751 -20.718 -39.694  -0.094
O: -5.412 -19.539 -40.139  -0.302
O: -7.040 -18.341 -38.548  -0.301
H: -8.695 -17.786 -43.159  0.081
H: -7.408 -16.526 -42.947  0.077
H: -8.991 -16.070 -42.638  0.075
H: -7.451 -16.759 -40.494  0.117
H: -9.072 -17.607 -40.613  0.118
H: -7.659 -21.119 -38.684  0.068
H: -7.269 -21.366 -40.426  0.068
H: -8.736 -20.345 -39.975  0.063
Br: -20.310 -23.043 -29.787  0.552
C: -20.127 -22.221 -27.982  -0.654
C: -19.109 -21.063 -27.998  -0.727
Br: -17.282 -21.626 -28.330  0.613
H: -19.643 -22.915 -27.295  0.044
H: -21.109 -21.973 -27.579  0.061
H: -19.139 -20.525 -27.050  0.056
H: -19.524 -20.316 -28.674  0.055
Br: -13.158 -10.860 -37.407  0.519
C: -12.727 -11.462 -35.503  -0.594
C: -13.956 -11.133 -34.537  -0.660
Br: -13.580 -11.784 -32.684  0.555
H: -11.925 -10.818 -35.142  0.043
H: -12.528 -12.534 -35.495  0.048
H: -14.902 -11.436 -34.986  0.047
H: -14.207 -10.076 -34.454  0.042
Br: -7.539 -21.560 -30.073  0.602
C: -9.092 -21.203 -31.257  -0.639
C: -9.027 -19.692 -31.476  -0.681
Br: -10.388 -18.914 -32.764  0.527
H: -9.909 -21.539 -30.618  0.044
H: -9.156 -21.790 -32.174  0.065
H: -8.074 -19.498 -31.968  0.035
H: -9.018 -19.202 -30.502  0.047
Br: -14.647 -28.255 -30.497  0.594
C: -13.756 -27.356 -32.011  -0.666
C: -14.571 -27.625 -33.261  -0.714
Br: -13.743 -26.920 -34.916  0.584
H: -12.761 -27.801 -32.008  0.053
H: -13.792 -26.310 -31.707  0.050
H: -15.633 -27.435 -33.105  0.057
H: -14.626 -28.709 -33.361  0.041

# 3
Molecular formula: C26H52Cl2FNO7S2
Method: DFT, ωB97M-V/def2-TZVPD

- SMILES: CCCCO[C@@](O)(CCCSC(=S)N(CC)CC)O[C@H](COC)[C@@H](OCCOCC)OC[C@@H](C)F.ClCCCl
- Multiplicity: 1
- Electronic energy: -93058.52493 eV

Each line ends with the Löwdin charge.
Element x y z (Å)
C: 6.852 -3.410 -0.492  -0.106
C: 5.533 -3.324 0.293  -0.265
C: 5.092 -1.891 0.529  -0.187
C: 3.858 -1.806 1.437  -0.189
O: 2.953 -0.768 1.079  -0.037
C: 2.004 -1.028 0.076  -0.566
O: 2.300 -2.225 -0.603  0.058
C: 0.602 -1.203 0.687  -0.075
C: 0.590 -2.314 1.734  -0.253
C: -0.796 -2.658 2.300  -0.413
S: -1.253 -4.305 1.641  0.886
C: -3.023 -4.255 1.295  -1.094
S: -3.961 -5.297 2.130  0.683
N: -3.440 -3.362 0.332  -0.173
C: -2.596 -3.338 -0.881  -0.258
C: -2.670 -4.594 -1.740  -0.065
C: -4.874 -3.422 0.002  -0.285
C: -5.777 -2.748 1.023  -0.092
O: 2.144 -0.039 -0.904  0.018
C: 1.596 1.253 -0.762  -0.191
C: 1.944 1.957 0.545  -0.153
O: 1.623 3.331 0.427  -0.166
C: 0.883 3.856 1.518  -0.115
C: 0.112 1.381 -1.198  -0.318
O: -0.652 1.806 -0.119  -0.077
C: -2.044 1.970 -0.371  -0.115
C: -2.922 1.009 0.442  -0.174
O: -3.797 1.734 1.294  -0.158
C: -3.234 1.957 2.589  -0.249
C: -3.407 0.738 3.490  -0.058
O: -0.002 2.284 -2.283  -0.050
C: -0.008 1.651 -3.558  -0.153
C: -1.360 1.191 -4.030  -0.349
C: -1.279 0.736 -5.494  -0.024
F: -1.826 0.109 -3.261  -0.038
H: 7.482 -2.540 -0.322  0.066
H: 6.640 -3.433 -1.559  0.067
H: 7.367 -4.328 -0.224  0.065
H: 4.759 -3.870 -0.244  0.107
H: 5.676 -3.820 1.256  0.108
H: 4.842 -1.423 -0.422  0.117
H: 5.897 -1.319 0.987  0.112
H: 3.391 -2.778 1.562  0.112
H: 4.219 -1.534 2.430  0.128
H: 2.290 -2.021 -1.548  0.129
H: 0.152 -0.298 1.097  0.117
H: -0.053 -1.517 -0.132  0.120
H: 1.036 -3.196 1.282  0.084
H: 1.269 -2.009 2.529  0.115
H: -1.532 -1.903 2.039  0.064
H: -0.704 -2.755 3.375  0.070
H: -1.556 -3.150 -0.639  0.069
H: -2.928 -2.487 -1.474  0.109
H: -3.688 -4.952 -1.875  0.071
H: -2.077 -5.405 -1.323  0.075
H: -2.308 -4.338 -2.733  0.078
H: -4.993 -2.851 -0.920  0.116
H: -5.206 -4.434 -0.218  0.094
H: -5.578 -1.680 1.042  0.069
H: -5.622 -3.144 2.020  0.034
H: -6.810 -2.934 0.742  0.078
H: 2.115 1.848 -1.513  0.165
H: 3.030 1.885 0.658  0.137
H: 1.513 1.503 1.436  0.124
H: 0.122 3.164 1.881  0.071
H: 1.552 4.082 2.351  0.075
H: 0.412 4.767 1.169  0.065
H: -0.214 0.384 -1.520  0.150
H: -2.299 1.887 -1.423  0.110
H: -2.313 2.978 -0.061  0.138
H: -2.323 0.279 0.988  0.106
H: -3.570 0.466 -0.244  0.122
H: -2.177 2.210 2.455  0.104
H: -3.717 2.832 3.014  0.117
H: -2.581 0.665 4.197  0.075
H: -4.355 0.797 4.014  0.074
H: -3.396 -0.175 2.901  0.058
H: 0.723 0.838 -3.589  0.142
H: 0.324 2.406 -4.272  0.142
H: -2.085 1.999 -3.941  0.146
H: -0.263 0.462 -5.768  0.080
H: -1.675 1.524 -6.127  0.082
H: -1.901 -0.148 -5.590  0.082
Cl: 2.532 9.906 0.359  0.534
C: 3.290 8.303 0.180  -0.667
C: 2.315 7.180 0.418  -0.655
Cl: 1.803 7.084 2.123  0.565
H: 4.129 8.252 0.869  0.067
H: 3.671 8.244 -0.839  0.072
H: 2.783 6.227 0.175  0.073
H: 1.423 7.293 -0.192  0.072

Max |F| values (in eV/Å) by entry order: 5.193 4.242 1.289.